Formula: C42H69BIN17O14S
Source: OMol25
Level of theory: ωB97M-V/def2-TZVPD

Values from the calculation:
HOMO-LUMO gap (Eh): 0.30934
Structure (SMILES): C#Cc1c(CCCC(=O)OCC)c(B(O)OCC)cc2c1Sc1c([C@H](C)CCC)c(C#C)c(COC(C)=O)c(I)c1N2C#C.NC(N)=O.NC(N)=O.NC(N)=O.NC(N)=O.NC(N)=O.NC(N)=O.NC(N)=O.NC(N)=O
HOMO level (eV): -8.21
Net charge: 0
DFT total energy (a.u.): -4346.95067

Geometry as XYZ:
```
145
Properties=species:S:1:pos:R:3:forces:R:3:lowdin_charge:R:1
C 0.2565 -1.7477 0.1150 -0.2029 -0.1363 -0.3869 0.1139
C -0.3219 -0.8529 0.6798 -0.4988 0.6984 -0.2402 -0.1107
C -1.0545 0.3056 1.2044 -0.1576 0.4005 0.6396 -0.1819
C -2.0477 1.0127 0.4542 -0.0821 -0.6463 0.0579 -0.1157
C -2.2825 0.5145 -0.9840 1.2963 0.0457 0.4004 -0.1159
C -0.9876 0.8996 -1.8044 -0.6974 1.2655 -0.0491 -0.1403
C -1.3662 1.5837 -3.1765 1.0924 -1.3016 0.5086 -0.0707
C -0.0233 2.0724 -3.7564 -1.3889 -0.0437 -0.3635 -0.4958
O 0.2396 3.2432 -3.8631 0.3715 -0.3714 0.0931 0.1031
O 0.8418 1.0596 -4.1050 -0.3790 0.6714 1.1862 -0.0510
C 2.1689 1.2993 -3.5547 1.2366 -0.0004 0.0060 -0.2013
C 2.8145 -0.0474 -3.1212 -0.2572 -0.0370 -1.3277 -0.0596
C -2.7525 2.1059 1.0317 0.8991 -0.6276 0.3960 -0.0188
B -3.8897 2.8973 0.2151 0.1242 -0.1584 -0.2227 -0.5695
O -3.4485 3.8270 -0.7120 -0.4704 0.0577 0.9992 0.1740
O -5.2554 2.6625 0.3815 1.1002 0.0504 -0.4520 0.0403
C -5.6580 1.3746 -0.1258 -1.3888 -0.9844 0.4103 -0.2078
C -5.5418 0.2294 0.9477 -0.2094 0.5818 -0.2049 -0.0450
C -2.4101 2.4968 2.3635 -0.0408 -0.2390 -0.3821 0.0656
C -1.4077 1.8430 3.1211 -1.4152 0.0882 -1.9440 -0.2142
C -0.7618 0.7471 2.5145 0.2235 0.0255 1.1011 -0.3537
S 0.4814 -0.1211 3.4784 -0.4375 0.2619 0.1780 1.0743
C -0.1482 0.1089 5.1650 -0.2825 0.2794 -0.4627 -0.3047
C 0.0616 -0.9014 6.1448 -0.4466 0.2994 0.5348 -0.1278
C 0.7836 -2.2193 5.8658 0.8558 -0.8474 -0.6484 -0.3116
C 2.2035 -2.0518 5.1993 -0.3275 -0.3593 -0.0830 -0.0840
C -0.0661 -3.2072 4.9807 -0.5400 -0.2103 1.2067 -0.1672
C -1.5022 -3.4417 5.6095 -0.0924 -0.1639 -1.4578 -0.2094
C -2.6203 -2.9196 4.6297 -0.1895 0.1260 0.1453 -0.1011
C -0.4764 -0.6496 7.4441 -0.4718 0.3678 0.6313 -0.1056
C -0.3618 -1.6454 8.5385 0.6652 0.1019 -1.2505 -0.0949
C -0.0626 -2.5780 9.2418 0.0700 -0.2842 -0.2393 0.1376
C -1.1693 0.5599 7.7410 -0.3276 0.5366 -0.0944 -0.1628
C -1.7705 0.8476 9.1394 -0.1667 -0.6657 -1.2518 -0.1784
O -1.0239 1.8877 9.7920 -0.5637 -0.0368 1.6979 -0.0676
C -0.2571 1.4092 10.8374 0.8245 -0.4986 -0.0332 -0.4810
C -0.3084 2.0357 12.2409 -0.4575 0.6637 -0.2784 0.0179
O 0.4768 0.4759 10.6495 -0.2154 0.0627 0.1041 0.1124
C -1.3506 1.5405 6.7366 0.4043 -0.7583 -0.5047 -0.4745
I -2.3644 3.3904 7.1360 0.4030 -0.8344 -0.2239 0.9692
C -0.8524 1.3094 5.4170 -0.4780 -0.2949 2.0249 -0.2618
N -1.1225 2.3455 4.4445 2.3859 -0.7703 -0.8481 -0.0682
C -0.0833 3.2936 4.3968 -1.3925 0.5133 0.6003 -0.1689
C 0.5124 4.3372 4.4870 0.2902 0.1455 -0.1010 0.1225
H 0.6952 -2.5212 -0.5057 -0.1882 0.4342 0.7069 0.0525
H -3.1939 0.9156 -1.4465 0.5203 -0.1013 0.2661 0.0762
H -2.3420 -0.5945 -0.9930 -0.3005 0.6920 0.1612 0.1078
H -0.4695 1.6897 -1.2172 -0.0567 -0.5223 -0.2876 0.1257
H -0.2790 0.0637 -1.9251 -0.5033 0.3517 -0.0813 0.0957
H -2.0597 2.4183 -2.9721 0.4295 -0.3637 -0.3569 0.1114
H -1.8181 0.7776 -3.7897 0.1115 0.6886 0.0069 0.1279
H 2.1456 2.0027 -2.6978 -0.4039 -0.3352 -0.5236 0.1247
H 2.7539 1.7923 -4.3604 -0.1296 -0.3341 0.5954 0.1217
H 3.6245 0.0780 -2.3793 -0.5619 0.1152 -0.2384 0.0810
H 3.2701 -0.5001 -4.0298 -0.2431 0.0924 0.7144 0.0491
H 2.0291 -0.7483 -2.7730 0.4275 0.4753 0.1274 0.0667
H -4.1724 4.4390 -0.9230 0.1133 -0.3368 -0.3446 0.1194
H -6.7440 1.4700 -0.3478 0.7363 0.1816 -0.0202 0.1237
H -5.1817 1.1024 -1.0869 -0.0204 0.3094 0.6473 0.0828
H -5.0482 -0.6714 0.5368 -0.0913 0.4994 0.3067 0.0720
H -6.5593 -0.0538 1.2916 0.6461 0.1020 -0.1836 0.0724
H -5.0029 0.6368 1.8254 -0.1124 -0.4778 -0.4823 0.0783
H -2.9495 3.3539 2.8047 0.4243 -0.5583 -0.0604 0.1395
H 0.9637 -2.7779 6.8079 -0.4069 0.7925 -0.3439 0.1204
H 2.9106 -2.8338 5.5505 -0.5596 0.3916 -0.1220 0.0843
H 2.6836 -1.0782 5.4158 -0.3513 -0.4054 -0.2797 0.0843
H 2.0696 -2.2299 4.1109 0.4989 0.4244 0.5939 0.0378
H -0.1290 -2.8521 3.9350 -0.0218 -0.1342 0.5653 0.0771
H 0.4137 -4.2122 4.9707 0.1771 0.8480 -0.0676 0.1160
H -1.6575 -4.5369 5.6990 0.1502 0.6140 0.1844 0.0959
H -1.5897 -3.0073 6.6222 0.0531 -0.1685 -0.5932 0.0838
H -3.2252 -2.1009 5.0673 0.2948 -0.4101 -0.1563 0.0659
H -2.1959 -2.5250 3.6815 -0.1213 -0.2095 0.5973 0.0584
H -3.3204 -3.7294 4.3351 0.3529 0.4537 0.2695 0.0635
H 0.2830 -3.4860 9.7241 -0.4286 0.7759 -0.0122 0.0518
H -2.8153 1.2011 9.0012 0.7531 0.0680 0.1209 0.0945
H -1.8420 -0.0794 9.7403 0.4331 0.5391 -0.2375 0.1271
H -1.2090 2.6459 12.4379 0.3987 -0.3243 -0.2892 0.0818
H -0.2731 1.2042 12.9655 0.0793 0.3790 -0.4339 0.0895
H 0.5746 2.6881 12.4096 -0.4557 -0.4985 -0.2405 0.0933
H 1.0329 5.2881 4.5149 -0.1791 -0.7738 -0.0123 0.0592
C 6.0655 -0.9241 -5.3903 0.0274 0.0290 -0.0507 -0.6785
O 4.8774 -1.1988 -5.4262 0.0518 -0.0206 0.0162 0.0127
N 6.5365 0.3288 -5.6510 -0.0939 0.2250 -0.0146 0.1535
N 7.0230 -1.8474 -5.0863 0.0198 -0.2406 0.0885 0.1494
H 7.5075 0.5758 -5.6272 -0.0150 -0.0330 0.0023 0.0936
H 5.8595 1.0341 -5.8796 0.0414 -0.0401 -0.0302 0.1043
H 6.7123 -2.7812 -4.8893 0.0176 0.0425 -0.0319 0.1032
H 8.0035 -1.6431 -5.0515 -0.0286 0.0266 -0.0129 0.0928
C 4.1676 -3.0216 1.1151 0.1052 -0.0068 -0.1116 -0.6764
O 4.2601 -3.1832 2.3255 -0.0687 -0.1465 -0.0016 0.0116
N 4.8626 -3.7786 0.2278 0.2540 0.0408 0.0891 0.1627
N 3.3596 -2.0724 0.5612 -0.1420 0.1702 0.1951 0.1577
H 4.8046 -3.6719 -0.7669 -0.0583 -0.0533 0.0208 0.0982
H 5.4631 -4.4895 0.6055 -0.0973 -0.1397 -0.2268 0.0828
H 2.8303 -1.4952 1.1912 -0.0165 -0.0114 -0.0604 0.0867
H 3.2693 -1.9243 -0.4263 0.0786 0.0191 0.0163 0.0780
C -4.6850 -1.6816 -2.7737 -0.0881 -0.1095 -0.0657 -0.6566
O -4.5240 -0.4962 -2.5223 -0.1329 -0.1796 -0.2888 0.0063
N -5.9191 -2.2346 -2.9308 -0.2245 0.0954 0.0550 0.1615
N -3.6422 -2.5482 -2.9176 0.2480 0.0691 0.0244 0.1646
H -6.0740 -3.2032 -3.1370 0.0356 0.0154 0.0056 0.0965
H -6.7105 -1.6244 -2.8320 0.0344 -0.0285 -0.0295 0.1089
H -2.7166 -2.1749 -2.8085 -0.0314 -0.0443 -0.0190 0.0967
H -3.7521 -3.5231 -3.1235 -0.0251 0.0236 0.0058 0.0980
C -5.0424 3.9217 -5.3714 -0.0502 -0.0514 -0.0189 -0.6917
O -6.2186 3.6090 -5.4230 0.0353 0.0277 0.0117 0.0225
N -4.6081 5.1935 -5.6166 -0.0456 0.2683 -0.0247 0.1455
N -4.0565 3.0292 -5.0639 0.0783 -0.2503 0.0874 0.1572
H -3.6455 5.4710 -5.5795 -0.0078 -0.0518 -0.0068 0.0911
H -5.3047 5.8783 -5.8463 0.0276 -0.0469 0.0035 0.1011
H -4.3372 2.0828 -4.8768 0.0096 0.0460 0.0266 0.1002
H -3.0833 3.2674 -5.0162 -0.0253 0.0335 -0.0317 0.0822
C 2.0059 5.3393 0.8004 -0.0062 -0.0421 -0.0070 -0.6910
O 2.9631 5.8527 1.3562 -0.0416 0.0151 -0.0272 0.0164
N 1.6345 5.6660 -0.4744 0.0559 0.1415 -0.2148 0.1475
N 1.2261 4.3980 1.4015 0.0902 -0.1415 0.1080 0.1611
H 0.8521 5.2567 -0.9499 0.0088 -0.0177 0.0213 0.0871
H 2.1864 6.3566 -0.9488 -0.0266 -0.0366 0.0288 0.0997
H 1.4683 4.1307 2.3410 -0.1096 -0.0444 -0.1252 0.0552
H 0.4348 3.9647 0.9618 -0.0198 0.0412 0.0258 0.0886
C 4.7813 -7.4659 1.3035 -0.0538 0.1214 0.2144 -0.6835
O 4.8777 -6.9288 0.2109 0.1019 -0.0401 0.0100 0.0105
N 4.7993 -8.8225 1.4570 0.0149 -0.2397 -0.1702 0.1449
N 4.6466 -6.7565 2.4612 0.0535 0.2597 -0.1236 0.1631
H 4.7214 -9.2841 2.3429 -0.0047 0.0510 -0.0006 0.0910
H 4.8969 -9.3760 0.6255 -0.0030 0.0325 0.0415 0.1014
H 4.6257 -5.7504 2.3906 -0.1166 -0.0032 0.1424 0.0766
H 4.5658 -7.1798 3.3659 0.0058 -0.0094 -0.0286 0.0945
C 1.1291 2.3229 -8.4557 0.0110 -0.2055 0.0461 -0.6910
O 1.1713 2.9352 -9.5141 -0.0693 0.0152 0.0150 0.0053
N 1.1440 0.9652 -8.3959 -0.1214 0.0008 -0.2071 0.1665
N 1.0630 2.9541 -7.2461 -0.0111 0.3456 0.1722 0.1581
H 1.1092 0.4434 -7.5402 0.0376 0.0520 0.0101 0.0955
H 1.1929 0.4691 -9.2719 0.1955 -0.3060 0.0515 0.0542
H 1.0505 3.9574 -7.2535 0.0077 -0.0521 0.0084 0.1013
H 1.0290 2.4797 -6.3620 0.0077 -0.0394 -0.0373 0.0621
C 1.5401 -0.8375 -11.8484 -0.0767 0.1549 -0.1148 -0.6726
O 1.6846 -1.0779 -10.6587 -0.0474 0.0503 0.0209 0.0145
N 2.1756 -1.5530 -12.8201 0.1760 -0.2512 0.0068 0.1488
N 0.7358 0.1631 -12.3025 -0.1890 0.0463 0.1688 0.1622
H 2.0732 -1.3741 -13.8006 -0.0229 0.0357 0.0333 0.0925
H 2.7773 -2.2982 -12.5204 -0.0252 0.0460 -0.0097 0.1032
H 0.2534 0.7148 -11.6141 0.0890 0.0959 -0.0680 0.1016
H 0.6059 0.3757 -13.2729 0.0467 -0.0014 0.0183 0.0953
```
Positions in Å, forces in eV/Å.